No. 1
Below is the molecule C3H8N2 in a non-equilibrium geometry, with properties calculated with ωB97M-V/def2-TZVPD.

Atoms and positions in Å:
C1 -2.36 0.15 -0.04
C2 -0.86 0.30 0.03
N1 -0.12 -0.75 0.03
N2 1.27 -0.60 0.01
C3 1.96 0.61 -0.01
H1 -2.70 -0.52 -0.82
H2 -2.73 -0.21 0.95
H3 -2.82 1.14 -0.14
H4 -0.38 1.32 0.01
H5 1.74 -1.50 -0.13
H6 3.01 0.52 -0.19
H7 1.76 1.08 0.98
H8 1.60 1.28 -0.81

- Highest occupied orbital energy: -8.11 eV
- Gap between HOMO and LUMO: 9.260 eV
- LUMO energy: 1.15 eV
- Relative energy (zero: lowest compared OMol25 entry of this formula, charge and spin): 246.2 kJ/mol
- SMILES: C/C=N/NC

No. 2
Below is a structure of composition C6H9Cl2O6PScTl in a non-equilibrium geometry, with properties calculated with ωB97M-V/def2-TZVPD.

Atoms and positions in Å:
Sc1 3.64 0.98 -2.04
Tl1 -0.37 -1.82 -2.02
Cl1 2.02 2.59 -2.22
Cl2 2.62 -0.89 -0.94
C1 0.62 -2.89 0.48
C2 2.82 0.22 -3.93
C3 5.15 -0.50 -2.95
O1 1.24 -3.39 1.30
O2 2.52 -0.37 -4.88
O3 5.55 -1.52 -3.33
C4 -2.69 1.50 -0.40
O4 -2.10 0.18 -0.52
P1 -0.79 -0.32 0.37
O5 -1.41 -1.27 1.54
C5 -2.67 -1.00 2.18
O6 -0.46 1.09 1.14
C6 0.32 1.18 2.35
H1 -3.57 1.45 -1.04
H2 -2.00 2.29 -0.76
H3 -3.02 1.71 0.63
H4 -2.74 0.03 2.55
H5 -3.51 -1.21 1.49
H6 -2.70 -1.70 3.02
H7 -0.22 1.85 3.03
H8 0.47 0.19 2.82
H9 1.29 1.62 2.10

- Highest occupied orbital energy (spin up / spin down): -24.12 / -24.12 eV
- Charge: +4
- Gap between HOMO and LUMO (spin up / spin down): 4.356 / 4.216 eV
- LUMO energy (spin up / spin down): -19.77 / -19.90 eV

No. 3
Below is a structure of composition C16H37GaNO4S4 in a non-equilibrium geometry, with properties calculated with ωB97M-V/def2-TZVPD.

Atoms and positions in Å:
C1 -1.98 0.77 3.98
C2 -0.46 0.76 3.87
C3 0.17 1.26 2.76
C4 1.53 1.30 2.63
C5 2.31 0.84 3.65
C6 1.71 0.34 4.79
C7 2.53 -0.13 5.94
Ga1 2.79 1.54 7.17
N1 4.06 2.67 6.21
C8 0.33 0.28 4.92
H1 -2.28 1.82 3.96
H2 -2.44 0.19 3.17
H3 -2.25 0.40 4.97
H4 -0.46 1.63 1.95
H5 2.03 1.72 1.75
H6 3.39 0.86 3.63
H7 2.05 -0.94 6.48
H8 3.54 -0.38 5.58
H9 1.36 2.29 7.25
H10 3.27 1.14 8.66
H11 5.01 2.33 6.33
H12 3.97 3.64 6.47
H13 -0.09 -0.11 5.84
C9 -1.05 -2.97 3.68
S1 -1.95 -3.25 5.22
O1 -1.47 -2.22 6.17
C10 -1.15 -4.81 5.62
H14 -1.37 -2.01 3.27
H15 0.02 -2.94 3.88
H16 -1.29 -3.77 2.97
H17 -0.07 -4.66 5.69
H18 -1.39 -5.55 4.86
H19 -1.53 -5.14 6.59
C11 0.32 0.51 -1.16
S2 -1.16 -0.26 -0.50
O2 -0.84 -1.69 -0.24
C12 -2.11 -0.20 -2.03
H20 1.07 0.53 -0.37
H21 0.70 -0.08 -2.00
H22 0.10 1.52 -1.48
H23 -1.59 -0.74 -2.81
H24 -2.26 0.84 -2.32
H25 -3.07 -0.67 -1.85
C13 -3.96 1.33 -5.99
S3 -3.14 -0.27 -5.90
O3 -2.09 -0.17 -4.85
C14 -2.30 -0.14 -7.48
H26 -4.51 1.48 -5.07
H27 -3.21 2.12 -6.10
H28 -4.65 1.34 -6.84
H29 -1.66 0.75 -7.49
H30 -3.03 -0.09 -8.29
H31 -1.69 -1.03 -7.61
C15 1.72 -0.42 -7.45
S4 1.38 1.34 -7.34
O4 0.11 1.60 -8.08
C16 2.73 1.86 -8.41
H32 0.95 -0.94 -6.88
H33 1.68 -0.74 -8.49
H34 2.70 -0.63 -7.02
H35 2.63 1.40 -9.39
H36 3.68 1.58 -7.95
H37 2.68 2.94 -8.51

- Highest occupied orbital energy: -3.56 eV
- Charge: -1
- Gap between HOMO and LUMO: 5.166 eV
- LUMO energy: 1.60 eV
- Relative energy (zero: lowest compared OMol25 entry of this formula, charge and spin): 0.0 kJ/mol

No. 4
Below is a cluster of 3 separate species, C15H30N9O3S in total in a non-equilibrium geometry, with properties calculated with ωB97M-V/def2-TZVPD.

Atoms and positions in Å:
C1 -0.63 -3.22 4.88
N1 -0.26 -1.87 5.32
C2 -1.08 -0.85 4.70
C3 -0.59 -0.40 3.36
N2 -1.20 0.36 2.46
N3 -0.41 0.47 1.40
N4 0.66 -0.19 1.64
C4 1.83 -0.34 0.78
C5 2.22 -1.79 0.42
C6 1.13 -2.87 0.50
C7 -0.13 -2.56 -0.32
S1 -1.43 -3.75 0.16
C8 -2.74 -2.80 0.76
N5 -3.94 -2.82 0.27
N6 -4.72 -1.98 1.02
C9 -3.95 -1.48 1.92
O1 -2.70 -1.95 1.83
N7 0.61 -0.74 2.85
H1 0.17 -3.93 5.08
H2 -1.50 -3.56 5.44
H3 -0.86 -3.29 3.81
H4 0.73 -1.71 5.19
H5 -1.25 -0.02 5.38
H6 -2.05 -1.30 4.51
H7 2.66 0.09 1.34
H8 1.72 0.29 -0.10
H9 2.72 -1.77 -0.55
H10 2.99 -2.09 1.13
H11 0.86 -3.07 1.54
H12 1.56 -3.79 0.11
H13 -0.46 -1.53 -0.25
H14 0.07 -2.77 -1.36
H15 -4.27 -0.76 2.65
H16 1.36 -1.28 3.25
C10 -0.29 0.03 -2.74
O2 -0.20 -1.08 -3.23
N8 -1.39 0.79 -2.71
C11 -1.39 2.10 -2.08
C12 -2.61 0.28 -3.32
H17 0.58 0.52 -2.26
H18 -2.12 2.11 -1.27
H19 -1.65 2.86 -2.81
H20 -0.39 2.31 -1.67
H21 -2.90 -0.66 -2.84
H22 -2.44 0.08 -4.38
H23 -3.41 1.00 -3.20
C13 1.90 2.84 -2.76
O3 1.57 2.63 -1.59
N9 2.52 3.94 -3.19
C14 2.87 4.13 -4.58
C15 2.85 4.98 -2.22
H24 1.69 2.12 -3.56
H25 3.95 4.26 -4.67
H26 2.38 5.03 -4.97
H27 2.57 3.27 -5.17
H28 3.50 4.58 -1.45
H29 1.93 5.34 -1.75
H30 3.34 5.81 -2.73

- Highest occupied orbital energy: -11.41 eV
- Charge: +1
- Gap between HOMO and LUMO: 7.391 eV
- LUMO energy: -4.02 eV

No. 5
Below is the ion C23H23N2O2 with charge +1 in a non-equilibrium geometry, with properties calculated with ωB97M-V/def2-TZVPD.

Atoms and positions in Å:
C1 1.36 6.26 2.07
C2 0.11 6.11 1.25
O1 0.58 5.82 -0.12
C3 -0.45 5.74 -0.98
O2 -1.56 6.17 -0.70
C4 -0.15 5.02 -2.26
C5 -0.76 3.64 -2.08
C6 -0.48 2.76 -3.29
N1 -0.27 3.03 -0.78
C7 -0.99 2.82 0.42
C8 -2.33 3.07 0.75
C9 -2.73 2.81 2.08
C10 -1.82 2.37 3.06
C11 -0.49 2.16 2.73
C12 -0.09 2.37 1.42
C13 1.19 2.26 0.81
C14 2.41 1.85 1.36
C15 3.51 1.79 0.51
C16 3.38 2.11 -0.85
C17 2.15 2.52 -1.41
C18 1.05 2.63 -0.56
N2 -0.78 5.74 -3.42
C19 -2.13 5.98 -3.45
C20 -2.78 6.27 -4.63
C21 -2.07 6.28 -5.84
C22 -0.69 6.09 -5.78
C23 -0.06 5.84 -4.58
H1 1.10 6.34 3.14
H2 2.03 5.40 1.93
H3 1.87 7.18 1.79
H4 -0.53 5.28 1.59
H5 -0.49 7.03 1.21
H6 0.95 4.92 -2.42
H7 -1.85 3.78 -1.94
H8 -1.32 2.76 -4.00
H9 0.40 3.12 -3.84
H10 -0.32 1.74 -2.93
H11 -3.02 3.46 0.02
H12 -3.77 2.96 2.37
H13 -2.18 2.16 4.07
H14 0.24 1.81 3.45
H15 2.45 1.56 2.40
H16 4.48 1.47 0.89
H17 4.26 2.05 -1.51
H18 2.06 2.73 -2.47
H19 -2.65 5.94 -2.49
H20 -3.85 6.47 -4.58
H21 -2.59 6.42 -6.79
H22 -0.07 6.10 -6.67
H23 1.01 5.66 -4.47

- Highest occupied orbital energy: -10.49 eV
- Charge: +1
- Gap between HOMO and LUMO: 5.971 eV
- LUMO energy: -4.52 eV
- Relative energy (zero: lowest compared OMol25 entry of this formula, charge and spin): 0.0 kJ/mol
- SMILES: CCOC(=O)[C@@H]([C@@H](C)n1c2ccccc2c2ccccc21)[n+]1ccccc1